# C5H13N2

A structure of composition C5H13N2 (ωB97M-V/def2-TZVPD, the Open Molecules 2025 dataset).

The geometry in XYZ format:
```
20
Properties=species:S:1:pos:R:3:forces:R:3
N 0.6379 0.6859 0.0867 -0.104 0.070 0.022
C -0.3905 0.7221 1.1717 0.147 0.656 0.157
C -1.2776 3.0221 1.5412 -0.206 -0.021 -0.045
C -0.4210 2.0667 1.8438 0.317 -0.283 0.128
H 1.5540 0.8311 0.5012 0.116 -0.095 0.015
H 0.5028 1.4911 -0.5235 -0.101 -0.080 -0.017
H -0.1062 -0.0382 1.8968 -0.229 -0.209 -0.072
H -1.3642 0.5253 0.7299 -0.021 -0.264 -0.044
H -1.2143 3.9915 1.9997 -0.044 0.212 0.160
H -2.0911 2.8631 0.8467 -0.020 -0.006 -0.162
H 0.3394 2.2306 2.6008 0.075 0.111 -0.070
C 1.0089 -1.9780 -2.3479 0.127 0.201 0.411
C -0.3221 -2.4615 -0.4489 -0.375 0.059 0.290
N 0.3752 -1.6149 -1.0736 0.014 -0.422 -0.296
H 2.0854 -1.8943 -2.2074 0.029 0.006 -0.113
H 0.6993 -1.2871 -3.1252 -0.066 0.037 -0.054
H 0.7564 -3.0001 -2.6059 -0.040 -0.072 -0.147
H -0.5521 -3.4541 -0.8218 0.235 -0.045 -0.195
H -0.7558 -2.1948 0.5065 -0.004 0.129 0.082
H 0.5354 -0.5066 -0.5708 0.151 0.018 -0.049
```
Positions in Å, forces in eV/Å.

The value obtained for the HOMO energy is -13.6 eV. For the LUMO energy, the calculation gives -3.6214 eV. The HOMO-LUMO gap comes out at 9.98 eV. Its charge is +1.

---

# C22H28B11Br6N5Ru

A structure of composition C22H28B11Br6N5Ru in a non-equilibrium geometry (ωB97M-V/def2-TZVPD, the Open Molecules 2025 dataset).

The geometry in XYZ format:
```
73
Properties=species:S:1:pos:R:3:forces:R:3
Ru -0.4357 -1.2058 -1.8836 0.124 -0.801 -0.870
C -1.2049 -5.0510 -0.3113 0.045 0.261 0.148
C -1.4378 -5.7839 -1.4702 -0.018 -0.050 -0.002
C -1.2971 -5.2034 -2.7273 0.024 0.084 -0.221
C -0.9212 -3.8754 -2.8252 -0.098 -0.237 -0.249
C -0.7101 -3.1241 -1.6606 0.267 0.676 0.481
C -0.8240 -3.7179 -0.4008 0.113 -0.137 0.193
C -0.6906 -3.1289 -4.0572 0.024 -0.101 -0.121
C -0.7004 -3.6961 -5.3332 -0.120 -0.145 0.229
C -0.4916 -2.8982 -6.4179 0.042 0.162 -0.247
C -0.2648 -1.5188 -6.2519 -0.098 -0.071 -0.115
C -0.0930 -0.6540 -7.3610 -0.010 -0.176 -0.021
C 0.1570 0.6700 -7.1747 0.037 0.177 0.059
C 0.2713 1.1777 -5.8633 0.013 0.010 -0.088
C 0.1046 0.3668 -4.7741 -0.001 -0.067 0.113
C -0.2022 -0.9955 -4.9412 0.021 0.086 0.232
N -0.4395 -1.8246 -3.8568 0.464 0.082 0.298
H -1.3059 -5.5285 0.6548 0.002 0.041 -0.022
H -1.7180 -6.8260 -1.3945 -0.010 0.003 -0.006
H -1.4823 -5.7985 -3.6130 0.016 0.019 0.045
H -0.6077 -3.1450 0.4977 -0.059 -0.077 -0.044
H -0.8686 -4.7569 -5.4481 -0.024 0.025 0.020
H -0.4865 -3.3186 -7.4170 -0.036 0.018 0.020
H -0.1755 -1.0666 -8.3590 0.026 -0.018 0.034
H 0.2779 1.3303 -8.0226 0.001 -0.004 0.029
H 0.4923 2.2282 -5.7209 0.005 -0.028 0.006
H 0.2138 0.7726 -3.7799 -0.032 0.058 0.027
Br -0.8421 1.2842 -1.2665 -0.248 0.472 0.336
B 0.9436 1.9390 -0.7222 0.020 -0.218 -0.044
B 1.6560 3.4712 -1.2165 -0.004 0.150 -0.179
C 3.3256 3.1501 -1.2129 -0.132 -0.158 0.081
B 2.3285 1.9334 -1.8227 0.053 0.040 -0.152
B 3.8018 1.5514 -0.8911 0.052 -0.084 -0.083
B 4.0403 2.8418 0.2972 0.104 0.164 -0.017
B 2.7201 4.0359 0.0936 0.060 0.202 -0.031
B 1.1528 3.2759 0.4779 -0.146 0.034 0.257
Br -0.3723 4.1453 1.2732 -0.002 -0.066 0.040
B 2.6839 2.8907 1.4485 -0.022 0.025 0.327
Br 2.9111 3.5092 3.2659 0.258 0.130 -0.276
B 3.3559 1.2824 0.8253 0.061 -0.019 0.167
Br 4.2272 0.0084 1.9628 0.002 -0.085 0.092
B 2.2790 0.7468 -0.5147 -0.302 0.118 -0.127
Br 1.9119 -1.1693 -0.8765 -0.433 -0.322 -0.287
B 1.6575 1.6590 0.8242 0.724 0.435 -0.536
Br 1.7436 1.1255 4.8291 -2.427 -0.630 0.302
H 1.1792 4.2460 -1.9668 -0.050 -0.099 0.049
H 3.9239 3.7005 -1.9287 -0.015 -0.041 0.021
H 2.2791 1.6766 -2.9726 -0.050 -0.059 0.065
H 4.7236 1.0510 -1.4288 -0.084 -0.041 0.055
H 5.1272 3.2294 0.5346 -0.075 -0.078 0.072
H 2.9560 5.1855 0.2096 -0.080 -0.097 0.040
C -3.0454 1.3000 3.9759 0.314 0.142 0.255
N -2.4094 0.0196 3.6106 0.054 -0.031 0.425
C -2.8445 -0.9756 4.6150 0.317 0.123 0.222
N -2.4596 -0.5555 5.9735 -0.067 -0.450 0.250
C -3.1304 0.7085 6.3299 0.832 -0.154 -0.902
N -2.6758 1.7014 5.3417 -0.266 0.634 0.038
C -1.2450 1.9154 5.4433 -0.692 0.226 -0.075
N -0.6104 0.6086 5.1061 2.031 0.230 -0.245
C -0.9719 0.1616 3.7269 -0.372 -0.392 -0.109
C -1.0158 -0.4304 6.1012 -0.464 -0.342 0.200
H -4.1247 1.1858 3.9105 -0.026 0.029 0.022
H -2.7278 2.0804 3.2816 -0.010 -0.030 -0.005
H -2.3909 -1.9429 4.3936 0.005 0.026 0.020
H -3.9262 -1.0723 4.5612 -0.021 -0.032 0.061
H -2.8605 1.0180 7.3373 0.048 0.001 0.012
H -4.2088 0.5871 6.2689 -0.025 -0.019 -0.034
H -0.9642 2.2121 6.4515 0.080 -0.127 0.034
H -0.9174 2.6774 4.7384 0.072 -0.094 -0.109
H -0.4810 -0.7897 3.5265 0.036 -0.088 0.226
H -0.6002 0.8799 3.0194 0.092 0.621 -0.206
H -0.7390 -0.1139 7.1045 0.025 0.138 -0.042
H -0.5238 -1.3734 5.8732 0.055 0.025 -0.138
```
Positions in Å, forces in eV/Å.

The value obtained for the HOMO energy (spin up / spin down) is -16.3 / -16.3 eV. As for the spin multiplicity: 2. For the LUMO energy (spin up / spin down), the calculation gives -10.7995 / -10.8008 eV. Its expectation value of S² is 1.068. The HOMO-LUMO gap (spin up / spin down) comes out at 5.51 / 5.52 eV. Its charge is +3.

---

# C29H35KN6O2S3Se

A structure of composition C29H35KN6O2S3Se (ωB97M-V/def2-TZVPD, the Open Molecules 2025 dataset).

The geometry in XYZ format:
```
77
Properties=species:S:1:pos:R:3:forces:R:3
K 0.2389 -0.3377 -0.2321 0.082 -0.422 0.169
C -1.9471 3.7552 0.3169 0.038 0.036 0.001
C -0.8794 3.7311 1.4111 -0.049 0.022 -0.029
C 0.3974 4.3782 0.8679 -0.002 -0.048 0.041
C -0.6478 2.3400 1.9903 0.041 0.014 -0.049
C -1.6317 1.3564 1.9754 -0.024 0.023 0.097
C -1.4311 0.1205 2.5857 -0.024 0.036 -0.116
C -0.2291 -0.1926 3.2002 0.087 -0.021 0.093
C 0.0144 -1.5325 3.8443 -0.018 0.013 -0.039
C 0.7768 0.7732 3.1823 -0.021 0.007 0.002
C 0.5681 2.0094 2.5952 0.021 -0.020 0.023
H -2.0773 4.7765 -0.0493 -0.010 0.004 0.026
H -2.9164 3.4017 0.6704 -0.018 -0.010 -0.012
H -1.6193 3.1422 -0.5229 -0.007 0.014 0.014
H -1.2399 4.3534 2.2421 0.007 0.007 0.011
H 0.8278 3.7594 0.0779 -0.006 0.034 0.007
H 1.1499 4.5326 1.6416 0.007 -0.004 0.007
H 0.1612 5.3575 0.4471 0.003 -0.004 -0.039
H -2.5688 1.5146 1.4591 0.002 0.013 0.027
H -2.2167 -0.6225 2.5197 -0.003 0.001 0.011
H 0.9543 -1.9612 3.4910 0.001 0.003 -0.005
H -0.7943 -2.2276 3.6161 -0.003 -0.004 -0.005
H 0.0808 -1.4375 4.9313 0.001 0.003 0.004
H 1.7488 0.5360 3.5972 0.002 0.003 -0.002
H 1.3871 2.7155 2.5899 0.002 0.014 0.006
N 2.8606 1.9572 -1.7197 0.133 -0.008 -0.039
N 1.9510 2.8442 -2.3272 -0.006 -0.002 0.003
C 0.5699 2.5641 -2.3446 0.132 0.125 -0.085
O -0.0922 3.1292 -3.2439 -0.141 0.003 0.020
O 0.1446 1.8051 -1.4341 -0.102 0.157 -0.165
H 2.8134 2.0685 -0.7145 -0.053 -0.018 -0.002
H 2.6114 0.9925 -1.9270 -0.025 0.019 0.026
H 2.2880 3.2017 -3.2067 -0.015 -0.035 0.030
C -2.6309 1.6424 -4.3083 0.047 0.004 -0.075
N -2.7901 0.5563 -3.3118 -0.030 -0.026 -0.069
C -1.6051 -0.3499 -3.3380 0.045 -0.062 -0.007
C -3.0300 1.1014 -1.9207 -0.064 0.051 0.084
C -3.6586 0.0507 -1.0440 0.028 0.032 -0.009
C -5.0590 0.0052 -1.0077 -0.005 -0.018 0.020
C -5.7053 -0.9700 -0.2624 0.061 0.022 -0.018
C -4.9237 -1.8871 0.4344 0.023 0.026 -0.007
C -3.5346 -1.8058 0.3831 -0.070 -0.018 0.004
C -2.8124 -0.8365 -0.3455 -0.032 -0.096 -0.016
H -2.4356 1.1949 -5.2815 -0.008 -0.019 -0.004
H -1.7761 2.2552 -4.0018 -0.011 0.036 0.048
H -3.5469 2.2311 -4.3407 0.005 0.009 0.027
H -3.6128 -0.0018 -3.5404 0.038 -0.001 0.018
H -0.7265 0.2613 -3.1514 0.005 0.024 0.000
H -1.5377 -0.8350 -4.3088 0.013 0.005 -0.017
H -1.7174 -1.0822 -2.5432 -0.012 0.001 0.016
H -3.6806 1.9703 -2.0508 0.028 0.005 -0.009
H -2.0480 1.4198 -1.5707 -0.031 -0.002 -0.011
H -5.6480 0.7464 -1.5482 0.000 0.000 0.001
H -6.7878 -1.0101 -0.2178 -0.004 0.001 -0.004
H -5.4058 -2.6627 1.0240 0.003 -0.005 0.003
H -2.9824 -2.5517 0.9571 -0.003 -0.003 -0.001
S 8.6377 -1.5737 -0.0910 0.057 0.061 -0.065
C 7.0879 -1.7267 0.5203 -0.181 0.011 0.038
S 5.8099 -0.5814 0.2762 0.018 -0.031 0.119
C 4.6751 -1.5717 1.2110 0.014 -0.112 -0.216
N 5.2304 -2.6740 1.6258 0.078 0.032 0.033
N 6.5687 -2.7342 1.2486 -0.002 -0.064 0.032
C 7.2283 -3.9478 1.5860 -0.037 0.050 0.015
C 6.5293 -5.1380 1.4321 0.005 -0.067 0.021
C 7.1363 -6.3377 1.7712 -0.014 0.063 -0.013
C 8.4337 -6.3503 2.2636 0.039 -0.012 0.013
C 9.1195 -5.1542 2.4258 -0.036 -0.025 -0.007
C 8.5202 -3.9487 2.0934 0.010 0.010 -0.005
S 3.0729 -1.0758 1.4717 0.028 0.155 0.083
H 5.5148 -5.1015 1.0618 0.001 -0.005 0.000
H 6.5921 -7.2655 1.6477 -0.009 0.000 -0.005
H 8.9080 -7.2890 2.5234 0.002 0.000 0.004
H 10.1291 -5.1577 2.8175 0.008 0.012 0.002
H 9.0426 -3.0115 2.2095 0.012 -0.024 0.007
Se 0.4267 -2.8386 -5.2417 -0.006 0.021 0.038
C 0.8549 -2.2112 -3.5846 0.080 -0.091 -0.056
N 1.1181 -1.8072 -2.5268 -0.128 0.093 -0.048
```
Positions in Å, forces in eV/Å.

The value obtained for the HOMO energy is -2.6 eV. For the LUMO energy, the calculation gives 3.8357 eV. The HOMO-LUMO gap comes out at 6.41 eV. Its charge is -2.

---

# C24H43F5NPSi2Sr

A structure of composition C24H43F5NPSi2Sr in a non-equilibrium geometry (ωB97M-V/def2-TZVPD, the Open Molecules 2025 dataset).

The geometry in XYZ format:
```
77
Properties=species:S:1:pos:R:3:forces:R:3
Sr 1.2497 0.8386 -0.8483 -0.989 0.552 -1.164
C 5.3882 -1.2861 -1.5035 -0.312 0.331 0.097
Si 4.2135 0.2131 -1.0235 0.928 -0.518 -0.149
C 5.2317 1.6858 -1.7705 -0.074 -0.199 0.128
C 4.7043 0.3720 0.8638 -0.001 0.051 -0.338
C 6.0684 0.5157 1.1153 0.357 -0.011 -0.010
C 6.5980 0.7111 2.3779 0.202 0.010 -0.060
C 5.7348 0.7773 3.4576 0.045 0.001 0.230
C 4.3801 0.6132 3.2316 0.116 0.048 0.323
C 3.8335 0.4012 1.9666 -0.356 0.059 0.073
Si 1.9122 0.1187 1.9084 0.240 -0.498 1.060
C 1.2412 1.5427 3.0419 0.158 -0.172 -0.047
C 1.8230 -1.4372 3.0942 -0.109 0.267 -0.350
H 6.4256 -1.1420 -1.1991 0.160 0.110 0.104
H 5.3933 -1.4605 -2.5776 -0.091 -0.005 -0.251
H 5.0330 -2.1954 -1.0258 -0.091 -0.238 0.097
H 6.2863 1.7123 -1.4882 0.145 -0.085 0.108
H 4.7808 2.6161 -1.4400 -0.107 0.302 0.030
H 5.1921 1.6764 -2.8594 -0.102 -0.045 -0.180
H 6.7586 0.4686 0.2827 0.094 0.037 -0.098
H 7.6734 0.8126 2.5058 -0.054 0.020 0.038
H 6.1096 0.9456 4.4653 -0.018 -0.016 -0.061
H 3.7174 0.6495 4.0862 -0.114 0.009 0.141
H 1.6422 1.5908 4.0577 0.129 -0.048 0.106
H 0.1572 1.4684 3.1256 -0.180 -0.025 -0.016
H 1.4590 2.4919 2.5520 -0.001 0.197 -0.017
H 2.2799 -1.2840 4.0712 0.149 0.161 0.173
H 2.3424 -2.2683 2.6192 0.102 -0.145 -0.090
H 0.7963 -1.7590 3.2657 -0.222 -0.016 -0.015
F 1.8325 4.3170 -2.7535 -0.346 -0.290 0.209
C 1.4326 3.5720 -1.6161 0.395 -0.011 -0.051
F 2.3730 3.9977 -0.6366 -0.230 0.005 0.038
C 0.1334 4.2024 -1.1738 -0.724 0.937 0.018
F 0.0697 5.5752 -1.0904 0.356 -0.098 -0.049
F -0.8917 3.8853 -1.9936 0.201 -0.194 -0.208
F -0.2290 3.7812 0.0571 0.242 -0.358 0.139
C -5.1928 -0.8662 -1.8120 0.392 -0.021 0.091
C -3.9380 0.0090 -1.8526 0.453 0.102 -0.004
C -3.5222 0.2508 -3.3051 0.087 -0.047 -0.041
C -4.2750 1.3952 -1.3026 0.033 -0.027 0.112
P -2.2888 -0.5277 -0.8999 -2.799 -1.587 0.882
N -1.0625 0.1902 -1.3778 1.175 0.587 -0.290
C -2.2025 -2.4797 -1.1608 0.285 0.445 -0.113
C -3.1892 -3.4308 -0.4876 0.081 0.360 0.062
C -2.2926 -2.6573 -2.6746 -0.018 0.095 -0.093
C -0.7748 -2.8728 -0.7880 0.081 0.048 0.052
C -2.7613 -0.3000 0.9986 0.320 0.113 -0.369
C -1.7448 -1.1327 1.7715 0.066 -0.044 -0.044
C -4.1583 -0.6665 1.5045 0.162 0.076 -0.387
C -2.4391 1.1558 1.3305 -0.006 0.103 0.008
H -6.0236 -0.3267 -2.2769 -0.064 0.057 -0.036
H -5.4790 -1.1172 -0.7952 -0.127 -0.038 0.134
H -5.0517 -1.7918 -2.3667 -0.046 -0.087 -0.016
H -4.1942 0.9742 -3.7728 -0.105 0.044 -0.049
H -3.5403 -0.6532 -3.9091 0.049 -0.084 -0.029
H -2.5136 0.6616 -3.3055 0.123 0.063 -0.143
H -4.9246 1.9322 -2.0000 -0.060 -0.013 -0.052
H -3.3552 1.9646 -1.1870 0.015 0.221 0.033
H -4.7932 1.3421 -0.3483 0.026 0.070 0.094
H -4.2192 -3.1784 -0.7220 -0.189 -0.018 -0.022
H -3.0708 -3.4290 0.5928 -0.046 -0.057 0.108
H -2.9998 -4.4495 -0.8395 0.010 -0.079 -0.039
H -3.3213 -2.6585 -3.0250 -0.101 0.052 -0.102
H -1.8386 -3.6028 -2.9811 0.022 -0.128 0.036
H -1.7483 -1.8469 -3.1566 0.059 -0.035 -0.192
H -0.6251 -2.9655 0.2812 0.052 0.009 0.160
H -0.0921 -2.1107 -1.1629 0.123 -0.057 -0.009
H -0.5166 -3.8298 -1.2466 0.003 -0.126 -0.052
H -2.0022 -2.1888 1.7736 0.083 -0.137 -0.010
H -1.7037 -0.8010 2.8130 -0.015 0.017 0.039
H -0.7540 -0.9918 1.3402 0.172 -0.082 0.142
H -4.4302 -1.6753 1.2067 -0.124 -0.165 0.050
H -4.9227 0.0199 1.1441 -0.071 -0.009 0.001
H -4.1578 -0.6198 2.5971 -0.006 -0.002 0.081
H -1.5676 1.4617 0.7539 0.049 0.193 0.028
H -2.1965 1.2608 2.3900 -0.022 -0.018 0.096
H -3.2615 1.8319 1.1114 -0.023 0.080 -0.078
```
Positions in Å, forces in eV/Å.

The value obtained for the HOMO energy is -0.8 eV. For the LUMO energy, the calculation gives 4.2646 eV. The HOMO-LUMO gap comes out at 5.02 eV. Its charge is -2.

---

# C2H4NP

The molecule C2H4NP in a non-equilibrium geometry (ωB97M-V/def2-TZVPD, the Open Molecules 2025 dataset).

The geometry in XYZ format:
```
8
Properties=species:S:1:pos:R:3:forces:R:3
C 1.0945 0.4593 -0.0271 -1.151 -0.141 1.606
C 0.9809 -0.0994 1.5348 0.240 1.088 -1.140
N 0.1717 -0.4008 0.1117 1.496 1.002 0.001
P -1.0798 -1.1339 -0.7800 -1.054 0.345 0.836
H 1.3618 1.1164 -0.9396 -0.254 -1.245 1.541
H 0.3153 0.6272 2.1680 0.619 -0.577 -1.557
H -0.8010 -0.3662 -1.9163 -0.272 0.298 -0.439
H -2.0435 -0.2026 -0.1515 0.376 -0.770 -0.850
```
Positions in Å, forces in eV/Å.

The value obtained for the HOMO energy is -7.6 eV. The structure (SMILES) is PN1C=C1. For the LUMO energy, the calculation gives 0.3874 eV. The HOMO-LUMO gap comes out at 8.00 eV. Its charge is 0.

---

# C2HClNO2P

The molecule C2HClNO2P in a non-equilibrium geometry (ωB97M-V/def2-TZVPD, the Open Molecules 2025 dataset).

The geometry in XYZ format:
```
8
Properties=species:S:1:pos:R:3:forces:R:3
C 2.0600 -0.4015 -0.2007 -0.517 -0.269 0.029
C 0.8597 0.3474 0.0617 -2.476 0.660 1.188
N 2.9282 -1.1221 -0.3563 0.893 -0.377 -0.201
O 0.7887 1.5474 0.1208 0.161 -1.010 -0.325
O -0.2085 -0.5057 0.3568 1.280 1.372 -0.830
P -1.7790 0.1261 0.6746 0.766 0.723 0.590
Cl -2.7903 -1.2175 -0.3977 -0.472 -0.525 -0.563
H -1.8588 1.2258 -0.2591 0.366 -0.573 0.113
```
Positions in Å, forces in eV/Å.

The value obtained for the HOMO energy is -10.3 eV. The structure (SMILES) is N#CC(=O)OPCl. For the LUMO energy, the calculation gives -0.5332 eV. The HOMO-LUMO gap comes out at 9.76 eV. Its charge is 0.

---

Energy above the lowest of the compared OMol25 structures with the same formula, charge and spin for the records above, in order: 220.9; 126.6; 0.0; 51.7; 494.8; 0.0 kJ/mol
Calculated total energy for the records above, in order: -8368.5213; -460973.7569; -157856.2880; -66543.4703; -12911.4013; -29486.2126 eV